(1)
A single C5H7NO molecule, computed with ωB97M-V/def2-TZVPD.

Atoms and positions in Å:
1 C 1.9285 0.3481 -0.5177
2 C -0.0964 0.4067 0.7623
3 N -1.2886 0.6594 1.3045
4 C -0.9032 -0.8041 0.9800
5 C -1.2858 -1.1358 -0.3298
6 C 0.5054 0.8438 -0.5258
7 O 0.0164 1.6347 -1.3107
8 H 2.2501 -0.0124 -1.4894
9 H 2.0586 -0.4072 0.2660
10 H 2.5226 1.2167 -0.2114
11 H -1.9229 1.1597 0.6707
12 H -0.7434 -1.4955 1.7983
13 H -1.8259 -0.4083 -0.9259
14 H -1.2412 -2.1488 -0.7202

The value obtained for the energy above the lowest of the compared OMol25 structures with the same formula, charge and spin is 109.0 kcal per mole. As for the max |F|: 0.0121 hartree/bohr. Its net charge is 0.

These are the Mulliken partial charges, in e, on atoms 1 to 2: -1.06, -0.07

***

(2)
2 unconnected molecules or ions with the total composition C4H10NO3 at a distorted geometry, computed with ωB97M-V/def2-TZVPD.

Atoms and positions in Å:
1 O -0.7966 -1.4621 1.7392
2 C 0.0120 -0.6163 1.5106
3 C 0.5166 -0.4576 0.0811
4 C 1.7692 0.4000 -0.1118
5 C 2.3862 0.1494 -1.4747
6 O 1.6774 -0.1143 -2.4109
7 N -0.6350 0.1056 -0.6959
8 H 0.2871 0.1521 2.2563
9 H 0.7807 -1.4096 -0.3431
10 H 1.4353 1.4405 0.0149
11 H 2.5444 0.2511 0.6441
12 H 3.4736 0.2938 -1.5605
13 H -0.5410 -0.1499 -1.6804
14 H -1.5541 -0.2152 -0.4056
15 H -0.6288 1.1284 -0.6820
16 H -4.1984 0.0118 0.5992
17 H -3.2015 0.1076 1.7177
18 O -3.3272 0.3848 0.8019

The value obtained for the energy above the lowest of the compared OMol25 structures with the same formula, charge and spin is 30.0 kcal per mole. As for the max |F|: 0.0211 hartree/bohr. Its net charge is +1.

These are the Mulliken partial charges, in e, on atoms 1 to 2: -0.38, -0.34

***

(3)
A molecular structure, C12H4O10V at a distorted geometry, computed with ωB97M-V/def2-TZVPD.

Atoms and positions in Å:
1 O 0.9335 -12.5893 6.2142
2 V 1.1772 -14.1231 6.2749
3 O -0.0278 -14.8661 6.8930
4 C 4.4742 -12.9982 7.2788
5 C 4.1680 -14.3975 7.5767
6 C 5.3310 -15.4151 7.9425
7 O 5.0328 -16.5746 8.0154
8 C 6.6741 -14.8720 7.9826
9 C 6.8702 -13.5449 7.6608
10 C 5.7681 -12.5804 7.3367
11 O 5.9652 -11.4179 6.7347
12 O 8.1100 -13.2122 7.5547
13 O 2.9797 -14.7808 7.4605
14 H 3.6820 -12.3339 6.9664
15 H 7.4801 -15.5402 8.2478
16 C 4.3422 -13.0028 3.6137
17 C 5.6482 -12.9231 3.5962
18 C 6.4940 -14.0759 4.0571
19 O 7.7688 -13.9791 4.2783
20 C 6.0319 -15.3400 4.2877
21 C 4.6175 -15.4612 4.3239
22 C 3.6526 -14.1571 4.1598
23 O 2.5230 -14.2311 4.6546
24 O 4.0501 -16.5524 4.5086
25 O 6.1520 -11.7287 3.2986
26 H 3.8309 -12.0856 3.3611
27 H 6.6628 -16.1719 4.5638

As for the max |F|: 0.1397 hartree/bohr. As for the multiplicity: 2. As for the expectation value of S²: 0.76. Its net charge is -4.

These are the Mulliken partial charges, in e, on atoms 1 to 2: -0.93, 1.47

***

(4)
A molecular structure, C27H42Br2O26Si2, computed with ωB97M-V/def2-TZVPD.

Atoms and positions in Å:
1 C 3.2376 3.1392 3.7097
2 C 3.2535 3.6489 2.2621
3 Br 4.9354 4.5851 1.8547
4 C 3.0334 2.5538 1.2116
5 Br 1.0980 2.2273 1.0522
6 Si 3.5775 2.8286 -0.5754
7 O 5.1756 2.4843 -0.7940
8 Si 5.9047 1.1087 -1.3137
9 O 6.5880 0.3187 -0.0326
10 H 4.0826 3.5273 4.2847
11 H 2.3110 3.4361 4.2095
12 H 3.2840 2.0445 3.7378
13 H 2.4903 4.4187 2.1251
14 H 3.4266 1.6064 1.6002
15 H 3.2603 4.2070 -0.9848
16 H 2.8010 1.8729 -1.3937
17 H 6.9509 1.4704 -2.2768
18 H 4.8848 0.2236 -1.9257
19 H 6.1785 -0.5077 0.2242
20 C -2.7319 1.5039 3.2335
21 C -3.1557 2.9572 3.2966
22 O -2.1971 3.5167 4.2112
23 C -1.1004 2.7300 4.2102
24 O -0.0731 3.0263 4.7440
25 O -1.3243 1.5976 3.5334
26 H -2.8759 1.0562 2.2583
27 H -3.2099 0.8830 3.9902
28 H -3.0484 3.4333 2.3250
29 H -4.1625 3.1055 3.6762
30 C -4.1159 -1.0318 -1.0131
31 C -5.2316 -0.0234 -1.2235
32 O -5.8208 0.0506 0.0830
33 C -4.8915 -0.3152 0.9863
34 O -4.9858 -0.1670 2.1652
35 O -3.8189 -0.8582 0.3789
36 H -3.2235 -0.8355 -1.5990
37 H -4.4472 -2.0570 -1.1789
38 H -4.8504 0.9641 -1.4836
39 H -5.9848 -0.3403 -1.9392
40 C 0.1160 -2.8664 -3.8996
41 C -0.2931 -3.7308 -2.7194
42 O -1.6330 -3.2777 -2.4669
43 C -2.1185 -2.7272 -3.5938
44 O -3.2576 -2.4062 -3.7483
45 O -1.1514 -2.5846 -4.5168
46 H 0.7626 -3.3629 -4.6154
47 H 0.5604 -1.9200 -3.5876
48 H -0.3295 -4.7907 -2.9720
49 H 0.3052 -3.5845 -1.8260
50 C 4.5583 -2.6860 -1.3552
51 C 4.1306 -4.0357 -0.8090
52 O 3.3664 -4.5632 -1.9043
53 C 3.7683 -3.9590 -3.0429
54 O 3.4284 -4.2808 -4.1358
55 O 4.5937 -2.9255 -2.7650
56 H 5.5461 -2.3794 -1.0186
57 H 3.8280 -1.8986 -1.1582
58 H 4.9781 -4.6902 -0.6175
59 H 3.5058 -3.9873 0.0778
60 C 8.2481 -6.6606 -0.2923
61 C 7.5974 -8.0176 -0.0839
62 O 6.6707 -7.7481 0.9741
63 C 6.3878 -6.4313 0.9795
64 O 5.5314 -5.9163 1.6221
65 O 7.2131 -5.7656 0.1341
66 H 8.5062 -6.4424 -1.3244
67 H 9.1177 -6.5133 0.3494
68 H 7.0367 -8.3479 -0.9596
69 H 8.2828 -8.7978 0.2335
70 C -3.3010 5.0706 -2.0103
71 C -2.7233 5.5881 -0.7039
72 O -3.1031 4.5562 0.2162
73 C -3.2951 3.4122 -0.4745
74 O -3.4378 2.3379 0.0205
75 O -3.2950 3.6520 -1.8003
76 H -2.7028 5.3025 -2.8865
77 H -4.3313 5.3928 -2.1650
78 H -1.6346 5.6504 -0.7219
79 H -3.1454 6.5321 -0.3723
80 C -5.1596 -2.0394 -7.2479
81 C -5.5527 -2.9272 -6.0816
82 O -6.8828 -2.4751 -5.8011
83 C -7.3921 -1.9022 -6.9146
84 O -8.5246 -1.5758 -7.0540
85 O -6.4243 -1.7486 -7.8498
86 H -4.5164 -2.5206 -7.9794
87 H -4.7064 -1.1035 -6.9159
88 H -5.5968 -3.9807 -6.3653
89 H -4.9249 -2.8015 -5.2059
90 C -1.5913 5.1051 7.4283
91 C -2.4904 3.9094 7.6771
92 O -3.1941 4.2939 8.8615
93 C -3.1784 5.6449 8.9509
94 O -3.8111 6.2790 9.7296
95 O -2.3426 6.1689 8.0255
96 H -1.4235 5.3170 6.3766
97 H -0.6355 5.0197 7.9475
98 H -3.2106 3.7667 6.8698
99 H -1.9528 2.9829 7.8584

As for the max |F|: 0.0077 hartree/bohr. Its net charge is 0.

These are the Mulliken partial charges, in e, on atoms 1 to 2: -0.90, -0.02

***

(5)
A molecular structure, C12H36F2KNO20P4S2 at a distorted geometry, computed with ωB97M-V/def2-TZVPD.

Atoms and positions in Å:
1 K 12.6303 21.5768 -6.0174
2 N 13.7867 19.7024 -9.3989
3 S 15.1468 19.1251 -9.8115
4 O 15.4914 19.2554 -11.2473
5 O 15.7490 18.1060 -9.0188
6 F 16.0302 20.4757 -9.3513
7 S 12.8948 19.0173 -10.6458
8 O 12.5806 17.6237 -10.4859
9 O 12.9423 19.5971 -12.0088
10 F 11.4392 19.6797 -10.1947
11 C 13.9433 16.8709 -19.3754
12 O 14.0975 16.6364 -17.9745
13 P 13.9173 15.0700 -17.3776
14 O 13.2418 14.2776 -18.3778
15 O 13.1591 15.2935 -15.8562
16 C 12.3931 14.2047 -15.3001
17 O 15.4552 14.6188 -17.1496
18 C 15.7723 13.3826 -16.6258
19 H 14.8137 17.4231 -19.7296
20 H 12.9405 17.2162 -19.6271
21 H 14.0740 15.9862 -19.9984
22 H 12.6820 13.2646 -15.7700
23 H 11.3644 14.4328 -15.5791
24 H 12.5076 14.0646 -14.2252
25 H 16.6374 12.8833 -17.0623
26 H 14.8895 12.7541 -16.7432
27 H 16.2459 13.5894 -15.6661
28 C 5.2580 11.4148 -7.0432
29 O 6.5924 11.6988 -7.4477
30 P 7.6873 10.4731 -7.2626
31 O 7.3061 9.2618 -8.0302
32 O 9.0638 11.1546 -7.6617
33 C 9.5566 12.2969 -6.9727
34 O 7.7305 10.1506 -5.6801
35 C 8.4363 8.9376 -5.2899
36 H 4.9843 10.3772 -7.2345
37 H 4.6154 11.8713 -7.7960
38 H 4.9019 11.7697 -6.0761
39 H 8.8422 12.9363 -6.4542
40 H 9.9930 12.8929 -7.7742
41 H 10.2892 12.0198 -6.2146
42 H 9.5241 8.9529 -5.3576
43 H 8.0375 8.0230 -5.7287
44 H 8.1553 8.8233 -4.2429
45 C 15.3850 22.4496 -16.3925
46 O 14.9256 23.7401 -16.4983
47 P 15.8215 24.8624 -15.7704
48 O 15.5392 24.9721 -14.3364
49 O 15.6123 26.2118 -16.6906
50 C 15.2048 26.2171 -18.0460
51 O 17.3772 24.5090 -16.1705
52 C 18.4749 25.4029 -15.9995
53 H 16.3291 22.2923 -15.8708
54 H 15.6655 22.0434 -17.3643
55 H 14.6637 21.6867 -16.0996
56 H 15.0931 25.1930 -18.4022
57 H 15.9981 26.6467 -18.6577
58 H 14.2940 26.7494 -18.3204
59 H 18.2590 25.7799 -14.9998
60 H 18.3579 26.2514 -16.6736
61 H 19.4709 24.9877 -16.1534
62 C 17.0325 12.9163 -8.6806
63 O 16.5186 12.3275 -7.4980
64 P 17.5222 11.8712 -6.3124
65 O 16.9209 11.1732 -5.1583
66 O 18.7786 11.0807 -7.0501
67 C 18.6845 9.8281 -7.6858
68 O 18.1470 13.2966 -5.7881
69 C 17.3882 14.1673 -4.7597
70 H 16.1702 13.2755 -9.2423
71 H 17.4710 12.0571 -9.1881
72 H 17.7818 13.6525 -8.3896
73 H 18.1554 9.1539 -7.0123
74 H 19.7170 9.5413 -7.8851
75 H 18.0020 9.7489 -8.5319
76 H 17.8570 13.9324 -3.8042
77 H 16.3490 13.8658 -4.6279
78 H 17.5182 15.2449 -4.8587

The value obtained for the energy above the lowest of the compared OMol25 structures with the same formula, charge and spin is 177.0 kcal per mole. As for the max |F|: 0.1614 hartree/bohr. Its net charge is 0.

These are the Mulliken partial charges, in e, on atoms 1 to 2: 0.98, -0.21

***

| no. | E (Ha) |
| --- | --- |
| 1 | -324.55079 |
| 2 | -438.61461 |
| 3 | -2155.70805 |
| 4 | -8737.52075 |
| 5 | -4999.99146 |